(1)
155
Properties=species:S:1:pos:R:3 method="wB97M-V/def2-TZVPD" smiles="CCCCNc1c(COc2cc(C)ccc2C(C)C)cc(N(C)C(C)=O)c2c1Sc1c(C)cc(S)c([C@@H](C)F)c1N2Br.c1ccccc1.c1ccccc1.c1ccccc1.c1ccccc1.c1ccccc1.c1ccccc1" total_charge=0 fmax_ev_per_a=8.43 total_energy_ha=-6459.2375
C 5.108 -0.879 3.734
C 5.663 -1.344 2.231
C 5.059 -0.249 1.170
C 3.406 -0.490 1.084
N 2.989 0.036 -0.271
C 1.507 0.324 -0.366
C 1.098 1.915 -0.679
C 2.284 3.087 -0.816
O 2.683 3.632 0.490
C 1.702 4.586 1.028
C 0.594 5.442 0.176
C -0.464 6.549 0.841
C -1.558 7.420 -0.045
C -0.418 6.848 2.465
C 0.690 5.983 3.371
C 1.733 4.878 2.675
C 2.817 4.106 3.631
C 2.411 2.489 3.659
C 2.840 4.595 5.196
C -0.497 2.262 -0.842
C -1.659 1.072 -0.669
N -3.104 1.543 -0.865
C -3.394 2.791 -0.046
C -3.381 1.806 -2.360
C -4.859 2.307 -2.934
O -2.441 1.601 -3.324
C -1.254 -0.509 -0.305
C 0.350 -0.848 -0.176
S 0.768 -2.678 0.186
C -0.651 -3.588 -0.712
C -0.324 -5.047 -1.384
C 1.178 -5.768 -1.263
C -1.559 -5.785 -2.198
C -3.056 -5.041 -2.253
S -4.379 -5.974 -3.216
C -3.395 -3.605 -1.539
C -4.839 -2.834 -1.514
C -4.794 -1.683 -2.687
F -6.030 -3.711 -1.545
C -2.137 -2.831 -0.756
N -2.397 -1.481 -0.125
Br -2.728 -1.840 1.712
H 5.165 0.300 3.803
H 5.705 -1.433 4.574
H 3.976 -1.236 3.760
H 6.838 -1.279 2.155
H 5.308 -2.443 1.946
H 5.546 -0.427 0.099
H 5.264 0.871 1.438
H 3.278 -1.671 1.201
H 2.839 -0.020 1.996
H 3.246 -0.617 -1.056
H 2.038 3.890 -1.635
H 3.234 2.491 -1.227
H 0.505 5.298 -0.987
H -1.623 8.519 0.417
H -1.237 7.568 -1.168
H -2.616 6.925 0.035
H -1.149 7.653 2.947
H 0.684 6.234 4.525
H 3.913 4.170 3.226
H 3.042 1.996 2.801
H 1.273 2.296 3.461
H 2.779 2.002 4.674
H 1.950 4.115 5.822
H 3.828 4.273 5.778
H 2.768 5.760 5.301
H -0.826 3.382 -1.086
H -4.487 2.779 0.424
H -2.653 2.866 0.867
H -3.286 3.796 -0.646
H -4.821 3.410 -3.385
H -5.106 1.612 -3.872
H -5.718 2.171 -2.146
H 1.209 -6.826 -1.806
H 1.382 -6.013 -0.115
H 1.960 -5.010 -1.701
H -1.363 -6.824 -2.700
H -4.262 -5.746 -4.606
H -4.898 -2.241 -0.480
H -3.692 -1.695 -3.143
H -4.886 -0.618 -2.159
H -5.624 -1.778 -3.506
C -0.189 -1.715 -6.152
C -0.251 -2.296 -4.885
C 0.003 -3.658 -4.728
C 0.329 -4.438 -5.838
C 0.395 -3.857 -7.104
C 0.132 -2.496 -7.262
H -0.390 -0.654 -6.274
H -0.498 -1.686 -4.020
H -0.052 -4.111 -3.742
H 0.532 -5.499 -5.715
H 0.651 -4.465 -7.968
H 0.177 -2.045 -8.249
C -0.094 -7.456 3.823
C -0.201 -6.848 2.573
C -0.933 -7.463 1.558
C -1.567 -8.682 1.796
C -1.463 -9.289 3.048
C -0.723 -8.678 4.060
H 0.480 -6.978 4.613
H 0.288 -5.894 2.389
H -1.011 -6.992 0.582
H -2.142 -9.159 1.007
H -1.959 -10.238 3.234
H -0.637 -9.154 5.033
C -5.698 -6.280 0.663
C -5.752 -5.111 1.421
C -6.588 -5.039 2.535
C -7.362 -6.141 2.898
C -7.305 -7.312 2.142
C -6.476 -7.380 1.023
H -5.049 -6.334 -0.207
H -5.143 -4.254 1.143
H -6.635 -4.125 3.122
H -8.010 -6.087 3.769
H -7.908 -8.171 2.426
H -6.436 -8.291 0.431
C 0.968 10.452 -1.113
C 0.891 11.841 -1.023
C 1.309 12.490 0.139
C 1.813 11.749 1.208
C 1.893 10.360 1.117
C 1.467 9.710 -0.041
H 0.639 9.946 -2.017
H 0.505 12.419 -1.859
H 1.243 13.572 0.211
H 2.143 12.255 2.111
H 2.287 9.783 1.950
H 1.524 8.628 -0.110
C -2.373 4.548 -6.331
C -2.481 5.156 -7.581
C -3.213 4.542 -8.596
C -3.847 3.322 -8.358
C -3.743 2.715 -7.106
C -3.003 3.326 -6.094
H -1.800 5.026 -5.541
H -1.992 6.110 -7.765
H -3.291 5.013 -9.573
H -4.422 2.845 -9.147
H -4.238 1.766 -6.920
H -2.917 2.850 -5.121
C 9.327 -2.698 7.666
C 9.219 -2.090 6.416
C 8.487 -2.705 5.401
C 7.853 -3.924 5.639
C 7.957 -4.531 6.891
C 8.697 -3.920 7.903
H 9.900 -2.220 8.456
H 9.708 -1.136 6.232
H 8.409 -2.233 4.425
H 7.278 -4.401 4.850
H 7.462 -5.480 7.077
H 8.783 -4.396 8.876



(2)
166
Properties=species:S:1:pos:R:3 method="wB97M-V/def2-TZVPD" total_charge=+1 fmax_ev_per_a=2.62 total_energy_ha=-3012.0470 e_above_lowest_kcal_mol=24.3
C 2.438 5.378 -0.657
C 3.334 4.588 0.303
C 4.806 4.881 -0.003
C 2.979 3.108 0.289
C 3.665 2.193 -0.512
C 3.243 0.869 -0.610
C 3.939 -0.119 -1.549
C 5.426 0.167 -1.722
C 3.242 -0.253 -2.896
C 2.143 0.436 0.182
C 1.708 -0.962 0.135
N 2.470 -1.941 0.779
C 3.872 -1.889 1.166
C 4.813 -2.688 0.491
C 4.400 -3.759 -0.515
C 4.046 -5.077 0.176
C 5.422 -3.952 -1.638
C 6.174 -2.467 0.753
C 6.589 -1.428 1.578
C 5.648 -0.677 2.272
C 4.292 -0.992 2.173
C 3.304 -0.444 3.186
C 3.734 0.921 3.730
C 2.916 -1.437 4.283
N 1.873 -3.137 0.679
N 0.711 -2.926 0.013
C -0.008 -4.123 -0.372
C 0.306 -4.736 -1.601
C 1.406 -4.162 -2.500
C 0.869 -3.263 -3.601
C 2.295 -5.263 -3.073
C -0.350 -5.916 -1.959
C -1.176 -6.555 -1.041
C -1.346 -6.017 0.229
C -0.731 -4.826 0.600
C -0.804 -4.428 2.077
C -1.147 -2.969 2.389
C 0.459 -4.880 2.813
C 0.604 -1.587 -0.420
C -0.493 -1.075 -1.180
C 1.545 1.330 1.120
C 0.484 0.817 2.094
C -0.826 0.825 1.364
C 0.354 1.533 3.442
C 1.923 2.669 1.090
H 1.376 5.260 -0.409
H 2.690 6.443 -0.613
H 2.589 5.030 -1.688
H 3.113 4.929 1.325
H 5.474 4.285 0.627
H 5.029 4.681 -1.058
H 5.003 5.940 0.195
H 4.538 2.526 -1.083
H 3.870 -1.095 -1.050
H 5.899 0.346 -0.750
H 5.931 -0.685 -2.195
H 5.569 1.045 -2.363
H 2.172 -0.461 -2.771
H 3.352 0.682 -3.463
H 3.687 -1.068 -3.483
H 3.472 -3.404 -0.986
H 3.077 -4.947 0.674
H 3.965 -5.910 -0.540
H 4.807 -5.327 0.930
H 5.642 -2.993 -2.130
H 6.356 -4.376 -1.241
H 5.039 -4.642 -2.406
H 6.926 -3.094 0.272
H 7.652 -1.209 1.696
H 5.972 0.142 2.915
H 2.407 -0.287 2.590
H 3.967 1.595 2.894
H 2.946 1.395 4.328
H 4.621 0.820 4.370
H 2.613 -2.397 3.844
H 3.763 -1.617 4.959
H 2.071 -1.062 4.881
H 2.021 -3.547 -1.825
H 0.201 -2.495 -3.193
H 1.706 -2.769 -4.114
H 0.313 -3.864 -4.334
H 2.605 -5.965 -2.289
H 1.749 -5.823 -3.842
H 3.193 -4.836 -3.534
H -0.182 -6.360 -2.943
H -1.684 -7.480 -1.307
H -1.963 -6.538 0.962
H -1.638 -5.028 2.466
H -1.904 -2.578 1.698
H -1.556 -2.907 3.408
H -0.258 -2.327 2.358
H 0.635 -5.951 2.661
H 1.328 -4.342 2.416
H 0.391 -4.691 3.891
H -1.394 -1.691 -1.167
H -0.232 -0.441 -2.030
H 0.688 -0.239 2.326
H -0.824 0.136 0.516
H -1.675 0.553 1.999
H -1.005 1.809 0.929
H 1.122 1.187 4.142
H 0.428 2.624 3.364
H -0.613 1.286 3.902
H 1.399 3.393 1.720
C -6.682 -0.301 -6.204
N -5.271 0.021 -6.272
C -4.877 0.757 -7.455
C -4.438 -0.117 -5.201
C -3.074 0.301 -5.271
C -2.264 0.305 -4.147
C -2.835 -0.047 -2.899
C -2.351 0.495 -1.656
C -3.305 0.649 -0.643
C -3.378 1.707 0.293
C -4.024 1.419 1.568
C -4.256 0.071 1.964
C -4.804 -0.226 3.197
C -5.033 0.811 4.138
N -5.399 0.506 5.412
C -5.565 1.537 6.411
C -5.693 -0.852 5.821
C -4.876 2.163 3.736
C -4.450 2.444 2.454
C -2.810 3.040 0.036
C -2.847 3.619 -1.250
C -2.527 4.952 -1.453
C -2.058 5.750 -0.371
N -1.765 7.074 -0.534
C -1.438 7.903 0.614
C -2.087 7.775 -1.761
C -1.892 5.142 0.902
C -2.250 3.820 1.086
C -4.038 -0.811 -2.914
C -4.888 -0.726 -3.996
H -7.250 0.478 -5.671
H -7.043 -0.353 -7.237
H -6.848 -1.261 -5.703
H -3.880 0.460 -7.796
H -5.602 0.527 -8.239
H -4.874 1.845 -7.290
H -2.660 0.620 -6.226
H -1.214 0.611 -4.217
H -1.488 1.159 -1.674
H -4.097 -0.106 -0.577
H -3.996 -0.762 1.305
H -4.989 -1.266 3.473
H -4.695 2.206 6.434
H -6.457 2.147 6.198
H -5.670 1.053 7.386
H -4.823 -1.513 5.695
H -5.974 -0.832 6.879
H -6.519 -1.266 5.224
H -5.070 2.958 4.459
H -4.446 3.490 2.149
H -3.204 3.007 -2.076
H -2.650 5.377 -2.451
H -0.571 7.496 1.155
H -1.183 8.903 0.252
H -2.286 7.972 1.318
H -1.750 7.202 -2.632
H -3.171 7.955 -1.855
H -1.562 8.736 -1.746
H -1.493 5.712 1.746
H -2.111 3.379 2.076
H -4.348 -1.404 -2.049
H -5.894 -1.139 -3.923



(3)
48
Properties=species:S:1:pos:R:3 method="wB97M-V/def2-TZVPD" multiplicity=2 s_squared=0.76 total_charge=+1 fmax_ev_per_a=5.41 total_energy_ha=-5504.7318
Li -1.262 2.525 0.845
Li 0.192 0.140 -0.080
Li 0.495 -2.093 1.225
C -0.650 -2.312 -2.588
F 0.025 -1.163 -2.616
F -1.841 -2.156 -3.188
F 0.058 -3.213 -3.286
S -0.886 -2.912 -0.724
O -2.157 -3.650 -0.663
O 0.255 -3.668 -0.286
N -0.901 -1.395 0.140
S -2.469 -0.900 0.132
O -2.488 0.497 0.502
O -3.313 -1.227 -1.039
C -3.365 -1.942 1.630
F -3.605 -1.078 2.642
F -4.549 -2.432 1.192
F -2.573 -2.865 2.188
C 2.165 3.450 -0.872
F 2.796 2.924 0.184
F 1.327 4.409 -0.467
F 3.086 4.011 -1.613
S 1.166 1.994 -1.740
O 1.151 2.042 -3.169
O 1.773 0.745 -1.252
N -0.390 1.966 -0.872
S -1.335 2.817 -1.793
O -2.508 2.955 -0.929
O -0.741 4.075 -2.306
C -1.972 1.711 -3.297
F -3.107 1.024 -2.944
F -2.262 2.495 -4.362
F -1.081 0.850 -3.676
C 0.330 -0.037 4.111
F 0.607 -1.334 4.287
F -0.975 0.137 3.807
F 0.540 0.664 5.246
S 1.256 0.816 2.604
O 0.214 1.628 1.969
O 2.384 1.521 3.257
N 1.487 -0.498 1.476
S 3.051 -0.637 1.654
O 3.769 0.520 1.167
O 3.367 -1.240 2.958
C 3.232 -2.087 0.364
F 2.723 -3.194 0.944
F 2.494 -1.747 -0.718
F 4.485 -2.138 -0.039



(4)
16
Properties=species:S:1:pos:R:3 method="wB97M-V/def2-TZVPD" smiles=C#C[C@H](C)CC total_charge=0 fmax_ev_per_a=0.56 total_energy_ha=-234.5509 e_above_lowest_kcal_mol=32.4
C -1.169 0.164 1.642
C 0.236 0.136 1.048
C 0.239 0.429 -0.463
C 1.645 0.351 -1.080
C -0.639 -0.520 -1.165
C -1.286 -1.390 -1.693
H -1.631 1.152 1.527
H -1.812 -0.560 1.133
H -1.164 -0.080 2.708
H 0.871 0.883 1.543
H 0.698 -0.846 1.217
H -0.146 1.446 -0.606
H 1.949 -0.693 -1.184
H 1.652 0.808 -2.074
H 2.378 0.867 -0.450
H -1.834 -2.173 -2.169